{
  "formula": "C4H6N2O",
  "method": "ωB97M-V/def2-TZVPD",
  "total_energy_ha": -340.5738,
  "spin_multiplicity": 3,
  "lumo_ev": [0.76, -2.23],
  "fmax_ha_per_bohr": 0.1284,
  "e_above_lowest_kcal_mol": 15.7,
  "total_charge": 0,
  "elements": ["C", "C", "C", "C", "N", "N", "O", "H", "H", "H", "H", "H", "H"],
  "positions_angstrom": [[0.217402, -1.402118, 0.151973], [1.519556, -0.995617, -0.002463], [-0.978197, -0.556368, 0.169065], [1.900922, 0.393535, -0.362448], [-0.727742, 0.719734, 0.184195], [-1.801063, 1.472043, 0.024171], [2.757629, 1.049026, 0.189527], [0.001454, -2.437301, 0.399319], [2.363564, -1.710287, 0.238258], [-2.091011, -0.978263, 0.160281], [1.108960, 0.919428, -0.974022], [-1.688644, 2.482901, 0.046647], [-2.582830, 1.043287, -0.224498]],
  "forces_ev_per_angstrom": [[-5.48, 0.23, 0.27], [3.29, 0.42, 0.02], [1.45, -6.44, -0.25], [-2.09, 0.46, 0.56], [0.14, 4.56, 0.24], [3.97, 2.58, 1.27], [0.78, -0.53, -0.39], [0.18, -0.06, -0.37], [-1.13, 0.96, -0.12], [2.48, 0.66, 0.29], [1.09, -0.43, -0.06], [-0.14, -0.64, -0.10], [-4.54, -1.78, -1.36]]
}